1.
Computed, not measured: a single C14H10BrClN4OS molecule, with ωB97M-V/def2-TZVPD.

```
32
Properties=species:S:1:pos:R:3:forces:R:3:nbo_charge:R:1
C 0.4271 4.9777 3.3446 -0.05 2.22 0.35 -0.657
C 1.4326 4.3356 2.4780 -0.42 -1.35 0.98 0.084
N 1.1993 3.0692 2.2834 0.60 0.37 -2.08 -0.419
C 2.1279 2.5911 1.3528 -0.12 -0.42 0.81 0.073
C 2.0031 1.3181 0.6360 -1.94 -3.22 3.31 0.136
N 2.7203 0.9723 -0.3737 0.18 -0.23 -1.66 -0.253
N 2.3652 -0.2932 -0.7192 -0.13 -0.97 -0.24 -0.352
C 1.4524 -0.8636 0.1032 -0.17 3.21 1.43 0.292
N 0.6480 -1.9483 -0.1293 1.23 -0.41 -1.33 -0.598
C 0.1909 -2.2639 -1.3724 1.21 0.25 -1.01 0.664
O 0.9200 -2.1658 -2.3277 1.39 0.42 -0.95 -0.603
C -1.1833 -2.6554 -1.6349 -1.31 -1.55 2.02 -0.188
C -1.6060 -2.5736 -2.9581 -0.31 0.35 0.27 -0.124
C -2.8774 -2.9629 -3.3207 1.03 1.19 -0.85 -0.225
C -3.7061 -3.4484 -2.3707 -2.27 -1.65 0.75 -0.176
C -3.3765 -3.5014 -1.0093 1.91 -0.08 -0.07 -0.228
C -2.0518 -3.1986 -0.6114 -0.88 1.02 -1.86 0.007
Cl -1.6029 -3.3853 1.0852 -0.55 -0.15 -0.85 0.029
C 1.2140 0.0841 1.1166 0.23 1.99 -1.33 -0.222
Br -0.3395 0.1271 2.3053 1.35 -0.37 -0.94 0.057
C 3.1721 3.3958 1.1558 -0.05 1.26 -0.25 -0.391
S 2.9451 4.9841 1.8185 -1.15 -1.28 0.36 0.382
H -0.1612 4.3101 3.9233 -0.48 -1.30 -0.21 0.246
H 0.8654 5.5432 4.1557 0.39 0.83 -0.12 0.220
H -0.2699 5.6156 2.7699 0.43 -0.11 0.28 0.228
H 2.4666 -0.6588 -1.6607 0.45 0.29 0.16 0.438
H -0.0681 -1.9303 0.4963 -2.14 -0.13 2.55 0.408
H -0.9943 -2.1483 -3.7368 0.48 0.02 0.32 0.245
H -3.1771 -2.6969 -4.3363 -0.19 -0.77 0.23 0.227
H -4.6356 -3.9550 -2.7325 0.47 0.96 0.71 0.225
H -4.0539 -3.8164 -0.2454 -0.45 -0.36 0.09 0.232
H 3.9535 3.1421 0.5146 1.26 -0.05 -0.87 0.244
```
Positions in Å, forces in eV/Å.

Calculated values
E_HOMO   -0.30757 hartree
DFT total energy   -4266.111062 Ha
SMILES string   Cc1nc(-c2n[nH]c(NC(=O)c3ccccc3Cl)c2Br)cs1
HOMO-LUMO gap   8.246 eV
2S+1   1
Relative energy (zero: lowest compared OMol25 entry of this formula, charge and spin)   0.2750 eV

=====

2.
Computed, not measured: a molecular structure, C2H3N2OP, with ωB97M-V/def2-TZVPD.

```
9
Properties=species:S:1:pos:R:3:forces:R:3:nbo_charge:R:1
C 1.1641 0.8613 -1.0036 0.60 1.22 -0.60 0.291
C -0.1742 -0.0514 0.4504 -0.74 2.36 -2.33 0.164
N 1.9540 0.0847 -0.4264 -0.74 -2.20 2.34 -0.282
N 0.8352 -0.6931 0.7137 4.12 0.95 -1.69 -0.263
O -0.0868 0.9142 -0.6072 -1.34 -0.24 0.97 -0.475
P -1.9034 -0.4007 0.6670 -1.41 1.45 0.68 0.352
H 1.4156 1.6215 -1.7673 0.10 -0.81 0.41 0.220
H -1.6625 -0.8161 1.9557 -0.19 -0.77 0.76 -0.007
H -1.5419 -1.5206 0.0177 -0.42 -1.96 -0.53 0.001
```
Positions in Å, forces in eV/Å.

Calculated values
E_HOMO   -0.38035 hartree
DFT total energy   -604.004292 Ha
HOMO-LUMO gap   11.039 eV
2S+1   1
Relative energy (zero: lowest compared OMol25 entry of this formula, charge and spin)   2.6529 eV

=====

3.
Computed, not measured: 5 unconnected molecules or ions with the total composition C28H27BNO9, with ωB97M-V/def2-TZVPD.

```
66
Properties=species:S:1:pos:R:3:forces:R:3:nbo_charge:R:1
B 4.1340 -1.8135 -1.3428 0.29 -0.15 -0.21 -0.393
C 2.9641 -2.8464 -1.8951 -1.75 -0.94 -0.75 -0.715
C 1.6661 -2.1167 -2.4114 2.52 -1.24 -1.19 0.762
O 1.7223 -1.5793 -3.5327 -1.11 -0.28 2.30 -0.652
N 0.4829 -2.1504 -1.5559 -0.52 1.12 -0.49 -0.535
C -0.3989 -3.3022 -1.8406 0.65 -1.25 -0.61 -0.415
C -0.2383 -0.8590 -1.5192 -0.57 0.43 0.61 -0.437
H 5.1241 -1.9930 -2.0067 0.43 -0.01 -0.30 -0.053
H 3.8608 -0.6521 -1.4216 -0.39 0.67 0.00 -0.064
H 4.4325 -2.0914 -0.2143 0.03 -0.10 0.76 -0.082
H 2.7501 -3.6165 -1.0946 -0.20 0.84 -0.78 0.197
H 3.3832 -3.4169 -2.7845 -0.61 0.74 0.90 0.213
H -1.4556 -3.1744 -1.4589 1.39 0.06 -0.13 0.203
H -0.4784 -3.5419 -2.9579 -0.01 0.49 1.20 0.176
H 0.1034 -4.2190 -1.3819 -0.91 1.02 -0.45 0.202
H -0.5646 -0.4609 -2.5261 0.36 -0.42 0.86 0.180
H -1.1580 -1.0000 -0.8633 1.29 0.11 -1.12 0.209
H 0.3949 -0.0739 -0.9930 -0.53 -0.96 -0.80 0.207
C -3.4434 1.4194 1.4119 -0.13 0.26 0.09 -0.244
C -3.1121 2.2595 2.3920 -0.21 -0.06 -0.18 -0.220
C -1.8694 2.0739 3.1739 0.20 0.11 0.21 0.471
O -1.5681 2.8396 4.0696 -0.10 -0.07 -0.12 -0.500
C -1.0093 0.9223 2.8254 0.00 -0.18 -0.10 -0.222
C -1.3408 0.0817 1.8455 0.20 -0.04 0.17 -0.231
C -2.5833 0.2676 1.0641 0.10 -0.18 -0.16 0.484
O -2.8848 -0.4980 0.1685 -0.40 0.16 0.38 -0.495
H -4.3490 1.5394 0.8298 0.00 -0.01 -0.01 0.236
H -3.7298 3.1077 2.6596 0.02 0.00 0.02 0.229
H -0.1037 0.8025 3.4066 0.01 0.02 -0.04 0.238
H -0.7222 -0.7666 1.5776 0.05 0.05 -0.05 0.258
C 5.5145 -0.0672 2.9485 -0.21 -0.08 -0.04 -0.257
C 4.3711 -0.5169 2.4306 0.22 -0.17 0.13 -0.184
C 3.2416 0.3991 2.1550 -0.23 -0.28 -0.33 0.474
O 2.1965 -0.0060 1.6868 0.03 0.16 0.31 -0.484
C 3.4323 1.8314 2.4745 0.17 0.27 0.09 -0.211
C 4.5758 2.2792 2.9916 -0.29 0.08 -0.07 -0.241
C 5.7042 1.3631 3.2671 0.34 -0.08 0.03 0.482
O 6.7492 1.7738 3.7384 -0.17 0.02 -0.02 -0.516
H 6.3504 -0.7225 3.1574 0.02 0.04 -0.02 0.228
H 4.2171 -1.5610 2.1902 -0.04 0.07 -0.16 0.255
H 2.5965 2.4877 2.2661 -0.01 -0.03 -0.03 0.224
H 4.7316 3.3236 3.2318 0.04 -0.02 0.00 0.224
C 2.3315 2.5433 -7.7160 0.04 0.32 0.00 -0.236
C 2.5887 3.4480 -6.7725 -0.05 0.00 -0.32 -0.231
C 2.7465 3.0543 -5.3544 0.06 -0.01 0.38 0.474
O 2.9793 3.8826 -4.4942 -0.05 -0.01 -0.23 -0.501
C 2.6095 1.6193 -5.0254 -0.03 -0.17 0.00 -0.229
C 2.3520 0.7140 -5.9699 0.03 -0.06 0.15 -0.232
C 2.1943 1.1068 -7.3864 -0.04 -0.33 0.00 0.485
O 1.9612 0.2832 -8.2512 0.03 0.22 0.02 -0.505
H 2.2122 2.8132 -8.7582 0.00 -0.04 -0.01 0.221
H 2.6928 4.5027 -6.9961 0.01 0.00 0.04 0.222
H 2.7286 1.3476 -3.9835 0.01 -0.07 0.00 0.261
H 2.2480 -0.3408 -5.7439 -0.01 0.02 0.11 0.269
C -5.9176 -1.8511 3.9313 0.10 0.13 -0.23 -0.217
C -6.0301 -0.8193 3.0948 0.16 -0.23 0.05 -0.236
C -7.0657 0.2177 3.2903 0.02 0.26 -0.25 0.485
O -7.1699 1.1578 2.5267 0.02 -0.13 0.14 -0.493
C -7.9712 0.0675 4.4504 -0.12 -0.13 0.25 -0.232
C -7.8592 -0.9639 5.2869 -0.15 0.27 -0.08 -0.227
C -6.8230 -2.0014 5.0913 0.08 -0.29 0.20 0.471
O -6.7195 -2.9408 5.8550 -0.05 0.16 -0.11 -0.487
H -5.1658 -2.6196 3.8030 -0.02 -0.01 0.03 0.237
H -5.3754 -0.6935 2.2411 -0.03 0.01 -0.02 0.239
H -8.7228 0.8364 4.5784 0.02 0.02 -0.04 0.231
H -8.5138 -1.0896 6.1403 0.03 -0.04 0.00 0.231
```
Positions in Å, forces in eV/Å.

Calculated values
E_HOMO   -0.18687 hartree
DFT total energy   -1839.784151 Ha
HOMO-LUMO gap   4.605 eV
Charge   -1
2S+1   1

=====

4.
Computed, not measured: a molecular structure, C7H12FeO3, with ωB97M-V/def2-TZVPD.

```
23
Properties=species:S:1:pos:R:3:forces:R:3:nbo_charge:R:1
O -0.0129 -1.3425 1.1478 0.24 0.08 -0.56 -0.367
C 0.6814 -0.3297 0.6811 2.66 -3.97 0.11 1.072
O 0.1929 0.8000 0.5749 -1.41 2.95 -0.37 -0.898
Fe -0.0801 2.5973 0.3934 0.38 0.35 0.22 1.815
O 1.8661 -0.6825 0.3665 -1.75 0.33 0.70 -0.342
C 2.8716 0.3233 0.0428 0.95 0.83 -0.28 -0.092
C 4.1726 -0.3941 -0.1933 0.23 -0.14 -0.07 -0.646
H 2.9290 1.0132 0.8934 0.02 -0.15 0.02 0.202
H 2.5271 0.8583 -0.8506 0.01 -0.15 -0.02 0.191
H 4.4834 -0.9509 0.6993 -0.08 0.17 -0.21 0.263
H 4.9422 0.3548 -0.4197 -0.15 -0.18 0.04 0.275
H 4.0931 -1.0817 -1.0442 0.03 0.19 0.20 0.258
C -1.4144 -1.3263 1.0059 -1.51 0.11 0.39 -0.361
H -1.7737 -2.3623 1.1798 -0.10 -0.04 0.13 0.391
H -1.9177 -0.6994 1.7695 0.31 -0.25 0.15 0.295
C -1.9147 -0.9636 -0.2833 0.23 1.35 -1.83 0.704
H -3.4369 0.4475 0.6203 -1.16 1.77 -1.82 0.219
C -2.5657 0.0095 -1.2155 1.40 -2.13 1.23 -0.567
C -3.5057 0.9237 -0.4596 0.19 -1.21 2.30 -0.593
H -1.5658 0.4845 -1.4595 -0.59 -0.34 -0.57 0.288
H -2.9640 -0.5002 -2.1069 0.36 0.18 -0.20 0.375
H -3.0977 1.9391 -0.4472 -0.40 0.04 -0.03 0.204
H -4.5102 0.8819 -0.8948 0.15 0.21 0.47 0.317
```
Positions in Å, forces in eV/Å.

Calculated values
E_HOMO (alpha / beta)   -0.81095 / -0.81072 hartree
DFT total energy   -1761.884387 Ha
HOMO-LUMO gap (alpha / beta)   6.779 / 5.902 eV
Charge   +3
2S+1   6
Relative energy (zero: lowest compared OMol25 entry of this formula, charge and spin)   0.9620 eV

=====

5.
Computed, not measured: a single C6H9ClN2 molecule, with ωB97M-V/def2-TZVPD.

```
18
Properties=species:S:1:pos:R:3:forces:R:3:nbo_charge:R:1
C 1.6918 0.3729 -2.1654 -0.29 -1.91 -3.29 -0.595
C 0.4875 -0.5277 -1.9154 2.02 0.17 -0.06 -0.213
N 0.1977 -0.2415 -0.5061 -1.64 -0.85 1.43 -0.180
N 1.1457 0.2192 0.2896 2.32 0.43 -0.96 -0.263
C 0.6593 0.4812 1.4535 -1.90 -0.04 2.18 -0.050
C -0.7184 0.1557 1.5092 -1.93 -1.16 -0.48 -0.123
C -1.8702 0.0281 2.5616 2.15 2.29 -3.69 -0.615
C -0.9806 -0.3039 0.2313 1.87 -0.11 -0.81 0.071
Cl -2.2881 -1.1103 -0.4852 -0.66 0.01 0.04 0.036
H 1.6153 1.3522 -1.8831 -0.68 2.46 0.74 0.215
H 1.9638 0.3311 -3.2286 -0.36 0.13 -0.08 0.196
H 2.5371 -0.0030 -1.7150 1.76 -0.91 1.35 0.220
H 0.8663 -1.5905 -2.2597 -1.44 1.67 1.31 0.213
H -0.3304 -0.1528 -2.5058 -0.51 -0.40 -0.19 0.215
H 1.1682 0.8512 2.3510 0.45 -0.11 -0.92 0.210
H -2.2810 -0.9114 2.3445 -1.46 -0.84 0.01 0.227
H -1.4651 0.0767 3.4787 1.37 -0.22 3.47 0.210
H -2.3988 0.9731 2.4451 -1.06 -0.60 -0.05 0.225
```
Positions in Å, forces in eV/Å.

Calculated values
E_HOMO   -0.32451 hartree
DFT total energy   -803.665410 Ha
SMILES string   CCn1ncc(C)c1Cl
HOMO-LUMO gap   9.647 eV
2S+1   1
Relative energy (zero: lowest compared OMol25 entry of this formula, charge and spin)   0.5906 eV

=====

6.
Computed, not measured: 4 unconnected molecules or ions with the total composition C18H38O9, with ωB97M-V/def2-TZVPD.

```
65
Properties=species:S:1:pos:R:3:forces:R:3:nbo_charge:R:1
C 8.2299 -4.5481 -0.7984 1.19 9.92 -1.15 -0.295
C 8.5672 -3.1804 -1.0302 -3.26 -8.56 1.20 -0.074
C 8.6171 -1.5517 -1.4080 -0.52 -1.06 0.62 -0.446
C 7.5402 -0.7778 -0.3989 0.49 -0.56 -0.23 -0.425
C 6.0140 -1.2345 -0.8107 -0.06 0.48 -1.59 -0.101
O 5.1991 -1.6701 0.3453 -2.30 -2.00 -2.85 -0.533
C 4.0891 -2.4685 -0.2702 -0.10 -5.74 0.56 0.967
O 4.0207 -3.8102 -0.1619 0.45 9.60 -0.51 -0.526
O 3.0369 -1.7179 -0.9731 3.32 -1.41 0.53 -0.723
H 7.6441 -5.5137 -0.4104 1.91 2.68 -1.07 0.298
H 9.7200 -1.1514 -1.2449 -2.48 -0.89 -0.45 0.255
H 8.2197 -1.3612 -2.5116 1.21 -0.72 2.27 0.239
H 7.8278 -1.0975 0.7140 -0.97 0.88 -2.47 0.254
H 7.6913 0.3821 -0.5826 -0.41 -2.45 0.60 0.229
H 5.3880 -0.3675 -1.3367 1.68 -1.43 1.13 0.176
H 6.0393 -2.1142 -1.6148 0.30 1.66 1.85 0.203
H 3.4108 -1.3514 -1.8278 -0.40 -0.53 1.42 0.505
C 0.5314 1.9644 2.0752 -0.14 -0.15 -0.14 -0.258
O 0.6353 0.8853 1.1494 0.38 0.07 0.80 -0.564
C 1.7936 0.0793 1.3826 -0.32 -0.27 -0.25 -0.099
C 1.4325 -1.2138 2.1193 0.38 0.46 0.28 -0.090
O 0.9847 -0.9443 3.4506 -0.36 0.03 -0.38 -0.552
C -0.4335 -1.0043 3.5649 0.22 0.04 0.15 -0.255
H -0.4756 2.3828 2.0021 0.09 -0.08 -0.10 0.191
H 0.6955 1.6337 3.1058 0.03 0.00 -0.10 0.185
H 1.2554 2.7420 1.8182 0.05 0.08 0.09 0.168
H 2.5599 0.6455 1.9298 -0.17 -0.13 0.05 0.175
H 2.2051 -0.1758 0.4003 -0.09 0.03 0.24 0.204
H 2.3328 -1.8312 2.2048 -0.02 0.00 -0.03 0.187
H 0.6838 -1.7885 1.5630 0.01 0.13 -0.01 0.179
H -0.7609 -2.0476 3.5537 -0.12 -0.02 -0.04 0.169
H -0.9303 -0.4532 2.7612 0.05 -0.03 -0.01 0.175
H -0.7197 -0.5563 4.5203 0.14 -0.08 -0.09 0.190
C -1.4690 4.4187 -2.5361 -0.22 -0.07 0.14 -0.256
O -2.7611 3.8213 -2.4595 0.45 -0.15 -0.26 -0.553
C -2.9402 2.7882 -3.4323 -0.23 -0.09 0.49 -0.087
C -2.7840 1.4000 -2.8050 0.46 0.15 -0.38 -0.098
O -1.4388 1.1736 -2.3751 -0.53 0.28 0.07 -0.560
C -1.2868 1.3407 -0.9690 0.35 -0.01 -0.21 -0.262
H -1.3115 5.0118 -1.6316 -0.14 -0.06 -0.09 0.188
H -0.6759 3.6668 -2.6000 -0.09 0.02 -0.02 0.182
H -1.4196 5.0809 -3.4044 0.11 0.03 -0.06 0.165
H -2.2484 2.9214 -4.2755 -0.02 -0.08 0.18 0.173
H -3.9600 2.8898 -3.8182 0.02 -0.04 -0.01 0.181
H -3.0066 0.6448 -3.5660 -0.04 0.03 -0.04 0.177
H -3.4885 1.2597 -1.9777 0.08 0.12 0.01 0.192
H -1.7100 0.4781 -0.4469 0.05 0.11 0.08 0.166
H -1.7657 2.2579 -0.6140 -0.09 -0.05 -0.04 0.173
H -0.2185 1.3984 -0.7441 -0.35 -0.11 -0.21 0.211
C -3.8200 -0.9858 0.4137 -0.05 0.18 0.07 -0.261
O -4.5889 0.1692 0.0863 -0.19 -0.48 0.05 -0.560
C -5.8533 -0.1660 -0.4920 0.04 0.43 0.32 -0.090
C -6.9842 -0.0433 0.5332 0.12 -0.61 -0.20 -0.090
O -6.8585 -1.0267 1.5641 0.25 0.47 -0.01 -0.552
C -6.3099 -0.4854 2.7616 -0.05 -0.21 -0.06 -0.257
H -2.9953 -0.6764 1.0607 -0.11 0.06 -0.11 0.190
H -4.4160 -1.7342 0.9456 0.00 0.07 -0.08 0.185
H -3.4067 -1.4244 -0.4983 0.05 -0.12 -0.01 0.173
H -5.8267 -1.1720 -0.9331 -0.05 0.11 0.17 0.179
H -6.0307 0.5489 -1.3024 -0.05 -0.02 0.02 0.184
H -7.9371 -0.2317 0.0277 0.04 0.03 -0.01 0.185
H -7.0238 0.9660 0.9575 0.13 -0.06 -0.04 0.178
H -7.0672 0.1110 3.2779 0.05 0.09 0.07 0.168
H -5.4278 0.1303 2.5633 -0.07 -0.01 -0.03 0.180
H -6.0145 -1.3153 3.4092 -0.12 0.04 -0.14 0.190
```
Positions in Å, forces in eV/Å.

Calculated values
E_HOMO   -0.32869 hartree
DFT total energy   -1385.364818 Ha
SMILES string   C#CCCCOC(=O)O.COCCOC.COCCOC.COCCOC
HOMO-LUMO gap   9.087 eV
2S+1   1

=====

Q: Number 2 is which compound?
A: C2H3N2OP